1.
85
Properties=species:S:1:pos:R:3 method="wB97M-V/def2-TZVPD" orbital_gap_ev=6.294 de_lowest_ev=0.0000 charge=-1 multiplicity=1
C -0.742 1.376 -0.113
O -1.284 0.408 0.451
O 0.288 1.070 -0.813
O -1.005 2.524 0.034
H 0.448 0.126 -0.935
C -1.359 -3.909 1.193
C -0.763 -2.980 0.239
C -0.919 -3.361 -1.196
C -1.422 -4.655 -1.685
C -1.943 -5.563 -0.683
C -1.706 -5.236 0.883
N -1.596 -4.936 -3.176
O -1.755 -6.168 -3.500
O -1.655 -3.996 -3.936
H -1.411 -3.561 2.329
H -0.340 -1.992 0.632
H -0.540 -2.494 -1.982
H -2.613 -6.391 -1.038
H -2.284 -5.892 1.745
C 2.534 5.154 0.886
C 3.697 6.070 0.518
C 3.439 6.819 -0.880
C 2.224 6.491 -1.732
C 1.054 5.674 -1.139
C 1.298 5.020 0.205
N 2.207 7.114 -3.073
O 3.281 7.503 -3.620
O 1.205 6.817 -3.805
H 2.618 4.604 1.970
H 4.672 6.290 1.142
H 4.272 7.436 -1.315
H 0.260 5.620 -1.966
H 0.432 4.322 0.555
C -1.927 -0.887 4.216
C -0.531 -0.434 3.788
C 0.709 -1.182 4.350
C 0.369 -2.266 5.490
C -1.019 -2.840 5.650
C -2.157 -2.121 4.985
N 1.529 -2.952 6.122
O 2.559 -2.315 6.387
O 1.455 -4.142 6.466
H -2.827 -0.221 3.927
H -0.326 0.410 3.161
H 1.689 -0.848 4.339
H -1.294 -3.669 6.233
H -3.124 -2.601 5.299
C -3.772 -1.959 -0.697
C -3.936 -2.159 -2.200
C -5.043 -3.045 -2.755
C -5.638 -4.099 -1.732
C -5.515 -3.798 -0.199
C -4.531 -2.734 0.275
N -6.448 -5.175 -2.319
O -6.997 -6.072 -1.468
O -6.525 -5.208 -3.543
H -3.081 -1.231 -0.244
H -3.329 -1.485 -2.850
H -5.115 -3.229 -3.796
H -6.114 -4.254 0.474
H -4.414 -2.509 1.289
C 2.228 1.321 -4.445
O 2.432 0.688 -5.552
N 1.978 2.687 -4.551
C 2.045 3.380 -3.256
C 1.907 3.424 -5.768
H 2.259 0.776 -3.433
H 1.462 2.717 -2.497
H 1.473 4.498 -3.146
H 3.056 3.264 -2.797
H 1.214 3.028 -6.666
H 2.791 3.658 -6.139
H 1.645 4.401 -5.423
C 2.208 1.793 2.305
O 1.876 2.485 3.317
N 3.315 0.971 2.273
C 3.621 0.363 1.013
C 4.088 0.522 3.437
H 1.529 2.132 1.344
H 2.949 -0.386 0.818
H 4.341 -0.209 0.967
H 3.689 1.157 0.106
H 3.946 -0.601 3.554
H 3.593 0.943 4.393
H 5.115 0.705 3.301

***

2.
84
Properties=species:S:1:pos:R:3 method="wB97M-V/def2-TZVPD" orbital_gap_ev=8.183 de_lowest_ev=0.5642 charge=+1 multiplicity=1
Bi 0.532 0.143 1.046
C 2.743 -0.134 5.036
C 2.275 -0.087 3.623
N 1.021 -0.068 3.306
O 0.074 -0.060 4.314
C 3.227 -0.140 2.554
C 4.697 -0.269 2.798
N 2.789 -0.112 1.316
O 3.544 -0.187 0.317
H 1.984 0.252 5.712
H 3.669 0.420 5.156
H 2.938 -1.176 5.296
H -0.693 -0.534 3.959
H 4.908 -1.051 3.521
H 5.131 0.662 3.161
H 5.169 -0.517 1.847
N -3.549 -1.287 -8.806
C -2.942 -1.257 -7.836
C -2.177 -1.253 -6.643
C -2.742 -1.702 -5.449
C -1.979 -1.742 -4.300
C -0.650 -1.341 -4.346
C -0.087 -0.871 -5.528
C -0.849 -0.823 -6.678
N 0.132 -1.356 -3.170
C 1.399 -1.845 -3.011
C 1.769 -1.559 -1.731
N 0.755 -0.887 -1.126
C -0.217 -0.786 -2.010
H -3.773 -2.017 -5.425
H -2.392 -2.100 -3.372
H 0.938 -0.534 -5.536
H -0.429 -0.452 -7.601
H 1.912 -2.363 -3.792
H 2.687 -1.757 -1.218
H -1.162 -0.310 -1.837
O -1.827 -3.749 -1.109
C -3.084 -4.039 -0.536
N -4.075 -3.216 -1.170
C -4.370 -1.916 -0.936
O -5.067 -1.279 -1.698
C -3.828 -1.245 0.293
C -4.690 -0.455 1.055
C -4.166 0.332 2.066
C -2.797 0.323 2.272
N -1.978 -0.438 1.559
C -2.473 -1.205 0.595
H -1.279 -4.548 -1.181
H -3.069 -3.826 0.542
H -3.361 -5.087 -0.688
H -4.443 -3.556 -2.050
H -5.749 -0.461 0.839
H -4.798 0.961 2.669
H -2.337 0.946 3.026
H -1.747 -1.788 0.044
C -1.508 4.285 1.614
C -0.604 5.227 2.402
C 0.814 5.240 1.847
S 1.763 3.733 2.341
O 1.032 2.561 1.770
C 3.241 3.970 1.229
C 3.136 3.232 -0.094
C 2.405 4.011 -1.180
H -2.516 4.289 2.021
H -1.122 3.270 1.655
H -1.560 4.597 0.572
H -0.579 4.930 3.453
H -1.013 6.239 2.353
H 1.385 6.065 2.270
H 0.803 5.326 0.765
H 4.078 3.585 1.813
H 3.373 5.041 1.098
H 2.616 2.286 0.078
H 4.142 2.989 -0.445
H 1.348 4.128 -0.945
H 2.480 3.472 -2.121
H 2.855 4.992 -1.325
N 0.390 -1.940 1.467
C 0.825 -3.035 1.450
C 1.201 -4.316 1.405
C 0.834 -4.998 0.239
N 0.452 -5.472 -0.736
C 1.848 -4.939 2.484
N 2.362 -5.427 3.384

***

3.
80
Properties=species:S:1:pos:R:3 method="wB97M-V/def2-TZVPD" orbital_gap_ev="5.361 / 6.015" de_lowest_ev=0.5955 charge=+3 multiplicity=2
V 0.598 2.579 -0.209
Br 3.452 3.168 0.474
C 3.137 4.981 -0.138
Br 1.237 5.265 -0.299
H 3.584 5.102 -1.116
H 3.519 5.674 0.602
N -6.081 4.441 -3.834
C -5.159 3.869 -3.063
C -5.532 3.231 -1.852
C -4.592 2.662 -1.050
C -3.229 2.702 -1.444
C -2.842 3.325 -2.659
C -3.790 3.891 -3.449
S -2.109 2.061 -0.437
O -0.904 1.533 -1.199
O -2.651 1.236 0.587
N -1.124 3.251 0.264
C -0.843 3.162 1.666
N 0.459 2.859 1.792
C 0.963 2.788 3.041
C 0.141 3.027 4.110
C -1.205 3.307 3.851
N -1.712 3.368 2.615
H -7.056 4.430 -3.581
H -5.837 4.892 -4.701
H -6.575 3.199 -1.567
H -4.881 2.179 -0.128
H -1.806 3.340 -2.971
H -3.510 4.358 -4.384
H 2.016 2.559 3.142
H 0.525 3.007 5.120
H -1.896 3.493 4.664
C 2.375 0.727 -3.040
C 1.805 1.312 -1.814
O 1.476 2.597 -1.863
N 1.500 0.815 -0.626
Te 1.622 -0.606 0.860
C 2.769 -2.367 0.557
C 3.692 -2.626 -0.444
C 4.124 -1.640 -1.482
C 4.294 -3.882 -0.431
C 4.032 -4.822 0.552
C 4.705 -6.167 0.556
C 3.159 -4.471 1.578
C 2.512 -3.247 1.621
C 1.607 -2.942 2.793
C -0.280 -1.400 0.624
C -1.154 -1.309 1.712
C -0.886 -0.588 3.008
C -2.382 -1.948 1.591
C -2.753 -2.625 0.439
C -4.078 -3.322 0.337
C -1.855 -2.662 -0.629
C -0.606 -2.071 -0.567
C 0.303 -2.222 -1.757
H 2.069 1.346 -3.880
H 2.042 -0.297 -3.178
H 3.466 0.743 -2.989
H 3.904 -0.616 -1.181
H 3.651 -1.841 -2.444
H 5.201 -1.701 -1.633
H 5.015 -4.112 -1.207
H 5.291 -6.327 -0.346
H 3.967 -6.966 0.634
H 5.371 -6.255 1.415
H 2.980 -5.172 2.386
H 1.713 -3.714 3.553
H 0.553 -2.920 2.512
H 1.864 -2.000 3.295
H 0.102 -0.131 3.087
H -0.983 -1.271 3.853
H -1.629 0.200 3.139
H -3.072 -1.904 2.426
H -4.739 -3.057 1.159
H -3.936 -4.404 0.355
H -4.574 -3.079 -0.603
H -2.136 -3.182 -1.538
H -0.272 -2.129 -2.678
H 0.776 -3.206 -1.758
H 1.102 -1.482 -1.799

***

Number 1: E -68247.524 eV. Number 2: E -74534.594 eV. Number 3: E -230199.543 eV.